1.
{
  "formula": "C5H11N2S",
  "method": "ωB97M-V/def2-TZVPD",
  "symbols": ["C", "C", "C", "C", "C", "N", "N", "S", "H", "H", "H", "H", "H", "H", "H", "H", "H", "H", "H"],
  "coordinates": [[1.332199, -0.526000, 0.032015], [1.682230, 0.733767, 0.658150], [-0.986477, 0.192411, -0.134016], [-2.012850, 0.268098, -1.271264], [-1.386589, 0.474073, 1.270071], [0.079140, -0.726894, -0.345144], [2.199445, -1.520461, -0.219325], [0.974232, 2.028358, -0.527952], [1.116270, 1.053944, 1.503434], [2.819516, 0.853229, 0.844208], [-2.478687, -0.752207, -1.272990], [-1.385888, 0.347017, -2.227852], [-2.623408, 1.199345, -1.051972], [-1.495419, 1.489602, 1.437774], [-0.644512, 0.055546, 1.939371], [-2.330548, 0.005120, 1.544400], [-0.068780, -1.461826, -1.130240], [3.261076, -1.399458, -0.196184], [1.949044, -2.313669, -0.852479]],
  "forces_ev_per_angstrom": [[0.9220, -1.7766, -0.1121], [1.9260, 1.8943, -0.6204], [1.1312, 1.3868, -1.2687], [2.2126, 0.3094, 0.2406], [0.5982, -1.9331, -0.1011], [-1.6014, -2.0055, -1.9223], [1.6741, 0.0509, -1.0125], [-1.0030, -1.5689, 0.3385], [0.0359, -0.6955, 0.9911], [-1.9742, -0.2461, -0.3969], [-0.4388, 1.1127, -0.0152], [-1.2630, 0.1644, 1.1570], [0.2432, -1.6153, -0.6791], [-0.2232, 2.0688, 0.2919], [0.0369, 0.1096, 0.2801], [-0.2222, -0.2231, -0.3443], [0.1973, 1.7171, 1.8577], [-2.2581, 0.2127, 0.3388], [0.0065, 1.0373, 0.9768]],
  "lowdin_charge": [-0.421, -0.451, -0.320, -0.021, -0.033, 0.058, 0.203, 0.634, 0.036, 0.130, 0.113, 0.112, 0.125, 0.077, 0.088, 0.116, 0.219, 0.181, 0.154],
  "e_tot_ha": -704.48660,
  "relative_energy_kcal_mol": 65.2,
  "orbital_gap_ev": [7.0, 6.9],
  "charge": 1
}

---

2.
{
  "formula": "C5H11N2S2",
  "method": "ωB97M-V/def2-TZVPD",
  "symbols": ["C", "C", "C", "C", "C", "N", "N", "S", "S", "H", "H", "H", "H", "H", "H", "H", "H", "H", "H", "H"],
  "coordinates": [[-2.666869, -0.876539, -0.063713], [-1.275716, -1.261957, 0.122547], [0.136027, 0.594316, -0.239888], [0.283864, -0.198165, 2.020839], [1.314422, 2.782735, -1.297455], [-3.413497, -1.795938, -0.776512], [-0.379385, -0.145131, 0.656943], [-3.197922, 0.383013, 0.785766], [1.281144, 1.832470, 0.168989], [-1.124025, -2.182546, 0.788019], [-0.726507, -1.376429, -0.789703], [-0.399264, 0.664257, -1.198043], [1.284717, -0.089897, 1.716969], [-0.047636, 0.614870, 2.614885], [0.156292, -1.131493, 2.490350], [0.350651, 3.133423, -1.677205], [1.774004, 2.153073, -2.042722], [1.902746, 3.649760, -1.175821], [-4.330010, -1.688780, -0.706481], [-3.302928, -2.774290, -0.777402]],
  "forces_ev_per_angstrom": [[-1.3473, -1.7733, 0.4944], [3.0108, -0.4194, 1.0758], [-0.2266, 2.8868, -0.1937], [-0.9427, 0.3266, -2.2805], [-0.7923, -0.5308, -1.7880], [3.8914, 1.2724, 0.1772], [-0.2708, -2.3313, 1.4622], [-0.8898, 0.9551, -0.1597], [-0.5991, -0.8393, 0.9565], [-0.3358, 1.2972, -0.9840], [-0.4230, -1.2712, -0.9160], [0.6188, -0.2913, 0.0990], [1.6322, 0.1306, 0.5036], [-0.3724, 0.7327, 0.5428], [-0.4770, -1.0690, 0.4100], [-0.0695, -0.2586, 0.4069], [0.2221, 0.1235, -0.5108], [0.8799, 0.8260, 0.5104], [-5.0585, 1.4539, 0.2417], [1.5494, -1.2206, -0.0479]],
  "lowdin_charge": [-0.861, -0.161, -0.369, 0.022, -0.375, 0.131, -0.198, 0.803, 1.026, 0.176, 0.117, 0.143, 0.048, 0.098, 0.092, 0.071, 0.050, 0.041, 0.039, 0.109],
  "e_tot_ha": -1102.70285,
  "relative_energy_kcal_mol": 47.4,
  "orbital_gap_ev": 8.2,
  "charge": 1
}

---

3.
{
  "formula": "C5H11N3",
  "method": "ωB97M-V/def2-TZVPD",
  "symbols": ["C", "C", "C", "C", "N", "C", "N", "N", "H", "H", "H", "H", "H", "H", "H", "H", "H", "H", "H"],
  "coordinates": [[-0.086873, 0.251510, 0.095700], [0.087802, 1.084412, -1.148721], [0.060256, 0.927769, 1.437325], [-0.606629, -1.007089, 0.001816], [-2.340282, 0.358004, 0.096749], [1.788517, -0.890268, 0.096110], [-0.902919, -2.172735, -0.143094], [2.641021, -0.912971, -0.816153], [-2.819464, -0.121108, -0.667227], [-2.702945, -0.044177, 0.962219], [-0.156280, -2.858797, -0.229814], [2.334866, -0.485924, -1.695835], [2.041984, -1.330455, 1.072820], [-0.668057, 1.735556, 1.491871], [-0.116097, 0.238181, 2.261518], [-0.061842, 0.500785, -2.056335], [-0.653251, 1.881553, -1.127538], [1.091436, 1.512357, -1.162403], [1.068757, 1.333398, 1.530991]],
  "forces_ev_per_angstrom": [[3.7421, -0.6230, 0.0426], [-0.1419, -0.1082, 0.0714], [-0.1521, -0.0628, -0.0923], [-3.0563, 0.2350, -0.2134], [0.5771, -0.9425, -0.0617], [-0.7104, 1.3041, 0.0474], [0.2726, 0.4501, 0.1399], [0.0134, -0.3024, -0.1519], [-0.1812, -0.0038, 0.1847], [-0.2360, -0.0499, -0.1411], [0.1118, 0.0561, 0.0102], [-0.0479, 0.1308, 0.1412], [-0.0709, -0.0300, -0.0005], [-0.0082, -0.0181, 0.0189], [-0.0101, -0.0037, -0.0289], [-0.0073, -0.0167, 0.0333], [0.0077, -0.0183, -0.0001], [-0.0308, -0.0071, 0.0313], [-0.0715, 0.0105, -0.0311]],
  "lowdin_charge": [-0.434, -0.051, -0.051, -0.205, -0.043, -0.150, 0.216, 0.040, -0.023, -0.024, 0.096, 0.036, 0.070, 0.085, 0.091, 0.091, 0.084, 0.085, 0.087],
  "e_tot_ha": -361.16012,
  "relative_energy_kcal_mol": 143.9,
  "orbital_gap_ev": [7.6, 7.6],
  "charge": 0
}

---

4.
{
  "formula": "C5H11N3",
  "method": "ωB97M-V/def2-TZVPD",
  "symbols": ["C", "C", "C", "C", "C", "H", "H", "H", "H", "H", "H", "H", "H", "H", "H", "H", "N", "N", "N"],
  "coordinates": [[1.837159, -0.128477, -0.105765], [0.744285, 0.703145, -0.939085], [-1.503364, 0.868835, 0.141596], [-1.793522, -0.699141, 0.264676], [0.726974, -0.889308, -0.795617], [1.819213, 0.747252, 1.607793], [1.367954, -0.887842, 1.580918], [2.798900, -0.086732, -0.631952], [1.085191, 1.620164, -1.794836], [0.122910, 2.309170, 0.142460], [-2.293101, 1.306564, -0.593886], [-1.735481, 1.206047, 1.232370], [-2.880674, -1.023189, -0.234582], [-2.102047, -1.087839, 1.406967], [-0.615259, -2.346320, -0.738887], [0.974820, -1.225804, -1.844851], [1.942693, -0.221669, 1.186893], [-0.115779, 1.227030, 0.123103], [-0.380878, -1.391887, -0.007315]],
  "forces_ev_per_angstrom": [[0.1216, -0.1926, -7.0562], [0.9583, 1.4515, 1.6756], [-2.8863, 0.1140, 2.7990], [-0.0675, -0.5583, 1.5101], [-0.0804, 3.7432, -2.9144], [0.0268, -2.0274, -0.0149], [-1.6798, -1.2708, 1.2287], [-0.2597, -0.4513, -0.3604], [-0.9531, -3.5692, 2.0828], [-1.4941, -3.0039, 0.3724], [1.6868, -0.3852, 0.8755], [-0.5848, -0.0332, -2.0298], [3.4463, 0.6253, 0.1094], [1.3448, 1.3868, -2.7674], [0.4622, 3.2836, 3.4036], [-0.5172, -0.6521, 1.5782], [1.6588, 3.7770, 4.9892], [1.4286, 2.9553, -1.9923], [-2.6111, -5.1926, -3.4891]],
  "lowdin_charge": [-0.419, -0.199, -0.272, -0.177, -0.263, 0.129, 0.048, 0.122, 0.185, 0.167, 0.115, 0.121, 0.130, 0.126, 0.193, 0.138, 0.048, -0.134, -0.058],
  "e_tot_ha": -361.15096,
  "relative_energy_kcal_mol": 149.6,
  "orbital_gap_ev": 8.8,
  "charge": 0
}

---

5.
{
  "formula": "C5H11N3",
  "method": "ωB97M-V/def2-TZVPD",
  "symbols": ["C", "C", "N", "C", "N", "C", "C", "N", "H", "H", "H", "H", "H", "H", "H", "H", "H", "H", "H"],
  "coordinates": [[-0.659886, -2.046375, 0.705006], [1.720234, 0.712134, -0.920940], [0.742328, 1.609804, -0.366259], [-0.435375, -1.035347, 1.500940], [-0.537108, -2.042896, -0.683932], [-0.563037, 1.525798, -0.674262], [-0.193484, -0.057786, 2.321609], [-0.999211, 0.711951, -1.544923], [1.003033, 2.134516, 0.449638], [-0.892044, -3.011377, 1.137544], [-1.188288, -2.659250, -1.146962], [-0.546937, -1.103934, -1.096822], [-1.993107, 0.787076, -1.725304], [-1.177668, 2.261226, -0.132025], [1.780667, -0.224518, -0.352108], [1.420656, 0.486274, -1.940519], [2.694277, 1.199988, -0.912850], [0.802678, 0.166529, 2.683667], [-0.977727, 0.586186, 2.698503]],
  "forces_ev_per_angstrom": [[0.0546, -0.1448, -0.2166], [0.1224, -0.2155, 0.0723], [0.3030, 0.3689, 0.2626], [-0.0655, -0.1101, 0.0899], [0.0533, 0.1143, -0.1815], [-0.3505, 0.7159, 0.2854], [0.0538, 0.1923, 0.2268], [-0.1938, -0.4230, -0.5205], [-0.1357, 0.0000, -0.0323], [-0.0264, -0.0407, 0.1329], [0.0437, 0.0005, 0.0327], [-0.0986, -0.3233, 0.0144], [0.0394, 0.2103, 0.2064], [0.0849, -0.2486, -0.1345], [-0.0142, 0.0494, -0.1297], [0.1398, -0.0728, -0.0549], [-0.0036, -0.0604, -0.0593], [0.1552, -0.0789, 0.0192], [-0.1617, 0.0663, -0.0132]],
  "lowdin_charge": [-0.231, -0.095, -0.065, -0.134, 0.032, -0.348, -0.045, 0.053, 0.120, 0.107, 0.073, 0.017, 0.052, 0.129, 0.078, 0.078, 0.080, 0.049, 0.048],
  "e_tot_ha": -361.30936,
  "relative_energy_kcal_mol": 50.2,
  "orbital_gap_ev": 8.7,
  "charge": 0
}

---

6.
{
  "formula": "C5H11N3",
  "method": "ωB97M-V/def2-TZVPD",
  "symbols": ["C", "C", "C", "C", "C", "H", "H", "H", "H", "H", "H", "H", "H", "H", "H", "H", "N", "N", "N"],
  "coordinates": [[-2.493083, -0.498908, -0.371763], [-1.396353, 0.052339, 0.494835], [-0.894604, 1.435255, 0.071815], [0.745278, -0.013776, -0.289161], [2.083922, -0.552026, -0.303125], [-2.555608, -1.606679, -0.421395], [-2.438327, -0.106857, -1.362386], [-3.429882, -0.189566, 0.081633], [-1.878345, 0.125325, 1.592359], [-1.488548, 2.084545, -0.608803], [-0.745666, 2.001749, 1.039489], [2.007660, -1.562660, 0.115867], [2.404416, -0.811275, -1.418515], [4.050445, -0.029135, 0.147251], [2.967726, 0.523597, 1.117341], [-0.260453, -1.714142, 0.065647], [0.414581, 1.230386, -0.550874], [3.104204, 0.336527, 0.182905], [-0.197359, -0.704695, 0.416879]],
  "forces_ev_per_angstrom": [[-0.9401, -0.7874, 0.3989], [-2.3268, 0.3115, 1.7419], [0.5430, 1.3710, 0.5888], [-1.3543, 4.5215, 0.4330], [2.3722, -2.2511, -4.0046], [0.3347, 0.5377, 0.1285], [0.0432, 0.1662, -0.8668], [-0.3416, 0.1236, -0.2856], [1.5228, -0.3770, -2.0965], [-0.1861, -0.7439, 0.5853], [0.0344, -0.1567, -1.1301], [0.3436, 0.1027, 0.5399], [-0.7704, 0.6359, 1.9113], [-0.2883, -0.3043, -0.4825], [-0.6272, 0.7955, 2.5249], [-0.2054, 1.8405, 1.0864], [0.8761, -1.9305, 0.4197], [0.6568, -0.1900, -1.4239], [0.3137, -3.6654, -0.0686]],
  "lowdin_charge": [-0.073, -0.406, -0.192, -0.410, -0.256, 0.084, 0.069, 0.073, 0.166, 0.115, 0.120, 0.102, 0.157, 0.076, 0.038, 0.168, 0.096, 0.027, 0.044],
  "e_tot_ha": -361.33360,
  "relative_energy_kcal_mol": 35.0,
  "orbital_gap_ev": 9.3,
  "charge": 0
}

---

Q: What is the formula in the second record?
A: C5H11N2S2

---

Q: charge of number 1 (C5H11N2S)?
A: +1